[1]
{
  "formula": "C5H5N",
  "method": "wB97M-V/def2-TZVPD",
  "symbols": ["N", "C", "C", "C", "C", "C", "H", "H", "H", "H", "H"],
  "positions_angstrom": [[-1.2752, -1.3665, 0.5525], [0.2507, -1.1685, -1.1819], [-1.3040, -2.2048, -0.4055], [-0.1584, -0.7845, 0.1056], [-0.6900, -2.1158, -1.6260], [0.6773, 0.6261, 1.3578], [1.3132, 0.7309, 0.5453], [-0.5936, -2.6705, -2.5230], [0.9895, -0.7962, -1.7436], [1.0467, 0.1352, 2.2639], [-0.2141, 1.2112, 1.7283]],
  "forces_ev_per_angstrom": [[-1.80, -1.14, -0.11], [-2.56, -0.45, 2.21], [0.33, -0.57, 0.24], [2.61, 3.84, 2.80], [-0.15, 0.18, -0.04], [-3.91, -3.77, -0.04], [1.39, 1.71, -0.78], [-0.53, -0.50, -0.36], [2.98, 1.04, -1.74], [0.39, -0.25, -0.69], [1.23, -0.07, -1.47]],
  "mulliken_charge": [-0.425, -0.294, 0.208, -0.006, -0.540, -0.716, 0.336, 0.412, 0.530, 0.235, 0.260],
  "homo_energy_ev": [-8.58, -8.58],
  "e_tot_ha": -248.018229,
  "homo_lumo_gap_ha": [0.2706, 0.2707],
  "multiplicity": 1
}

[2]
{
  "formula": "C24H18AgN3O2S3SbTe",
  "method": "wB97M-V/def2-TZVPD",
  "symbols": ["Te", "Sb", "Ag", "S", "S", "S", "O", "O", "N", "N", "N", "C", "C", "C", "C", "C", "C", "C", "C", "C", "C", "C", "C", "C", "C", "C", "C", "C", "C", "C", "C", "C", "C", "C", "C", "H", "H", "H", "H", "H", "H", "H", "H", "H", "H", "H", "H", "H", "H", "H", "H", "H", "H"],
  "positions_angstrom": [[1.7849, 0.7026, 0.8711], [-0.9545, 2.2068, 3.2253], [-1.9304, -0.2893, 0.7651], [-0.8720, 1.9287, 0.7282], [-1.2610, -0.2319, 3.1351], [-2.9824, 3.1542, 3.7434], [-3.9839, -3.6363, -1.3154], [-5.7866, -2.3052, 0.6906], [-0.8923, -2.5574, -0.0215], [-4.1957, 0.7641, 0.0547], [-3.5626, -1.8989, 0.1741], [-1.8141, -3.4333, -0.4183], [-1.5087, -4.7645, -0.6856], [3.8981, 0.1041, 0.5272], [-4.8433, -1.5546, 0.4785], [0.7450, -4.3009, -0.0556], [0.3567, -2.9878, 0.1583], [2.6145, 4.3004, -1.4984], [4.2651, -0.6452, -0.5950], [-5.0679, -0.0573, 0.6410], [4.9107, 0.4624, 1.4212], [2.4488, 3.3876, -0.4623], [6.5838, -0.6302, 0.0696], [-3.2668, -2.9827, -0.5550], [2.0954, 2.0659, -0.7303], [6.2390, 0.1021, 1.1997], [1.9076, 1.6757, -2.0546], [2.0746, 2.5880, -3.0935], [5.5896, -1.0050, -0.8293], [-5.4552, 2.6173, 0.8826], [-6.1631, 0.3932, 1.3588], [-4.4035, 2.0753, 0.1640], [-0.2117, -5.2059, -0.4936], [-6.3487, 1.7564, 1.4968], [2.4280, 3.9032, -2.8187], [7.0066, 0.3966, 1.9068], [1.7737, -4.5965, 0.1158], [-3.6659, 2.7132, -0.3067], [2.5804, 3.7043, 0.5656], [3.4994, -0.9522, -1.3023], [0.0514, -6.2418, -0.6811], [1.0696, -2.2403, 0.4771], [-7.1596, 2.1456, 2.1016], [-5.5325, 3.6907, 0.9992], [7.6171, -0.9070, -0.1096], [5.8471, -1.5813, -1.7114], [1.9149, 2.2714, -4.1178], [2.8774, 5.3272, -1.2729], [4.6548, 1.0403, 2.3052], [-6.8257, -0.3360, 1.8052], [1.6087, 0.6570, -2.2756], [-2.3031, -5.4108, -1.0315], [2.5480, 4.6178, -3.6259]],
  "forces_ev_per_angstrom": [[0.53, -0.04, -0.20], [0.08, -0.03, -0.07], [-0.03, 0.01, -0.08], [-0.11, -0.07, 0.21], [0.10, 0.14, 0.03], [-0.07, 0.01, -0.05], [0.04, 0.03, 0.10], [0.03, 0.00, -0.04], [0.06, -0.16, 0.05], [-0.32, 0.17, 0.02], [0.05, 0.10, -0.08], [-0.03, 0.13, 0.04], [0.04, -0.06, -0.02], [-0.01, -0.04, 0.08], [-0.01, -0.09, -0.03], [0.02, -0.01, 0.00], [-0.12, 0.01, -0.11], [-0.02, -0.12, -0.03], [0.05, 0.01, 0.07], [0.20, -0.12, -0.18], [-0.02, -0.03, -0.05], [0.01, -0.04, -0.12], [-0.11, 0.03, 0.01], [-0.09, -0.06, 0.03], [-0.11, 0.09, -0.04], [-0.11, -0.04, -0.09], [0.01, 0.10, 0.00], [0.03, -0.01, 0.13], [-0.05, 0.07, 0.11], [-0.03, 0.07, 0.02], [-0.13, -0.03, 0.07], [0.10, -0.13, 0.03], [-0.05, 0.00, -0.02], [0.01, 0.04, 0.03], [0.00, -0.04, 0.10], [-0.01, 0.01, 0.01], [-0.05, 0.02, -0.01], [0.06, 0.00, 0.04], [-0.03, 0.00, -0.02], [0.04, 0.02, 0.03], [-0.01, 0.03, 0.01], [0.05, 0.09, 0.05], [0.00, -0.01, -0.03], [0.00, -0.04, -0.01], [-0.02, 0.00, 0.00], [-0.01, 0.00, 0.00], [0.00, -0.01, 0.00], [0.01, 0.00, 0.00], [0.02, -0.03, -0.06], [0.03, 0.02, -0.01], [-0.01, 0.05, 0.02], [0.01, 0.01, 0.01], [-0.01, -0.03, 0.03]],
  "lowdin_spin": [-0.002, -0.008, 0.203, 0.330, 0.457, -0.007, 0.000, 0.002, 0.000, 0.006, 0.010, 0.000, 0.000, -0.003, 0.001, 0.000, 0.000, 0.000, 0.000, 0.000, 0.000, 0.004, 0.000, 0.001, 0.004, 0.000, 0.001, 0.000, 0.000, 0.000, 0.000, 0.000, 0.000, 0.000, 0.000, 0.000, 0.000, 0.000, 0.000, 0.000, 0.000, 0.000, 0.000, 0.000, 0.000, 0.000, 0.000, 0.000, 0.000, 0.000, 0.000, 0.000, 0.000],
  "charge": -2,
  "homo_energy_ev": [-1.39, -1.35],
  "e_tot_ha": -3090.038132,
  "homo_lumo_gap_ha": [0.1989, 0.1974],
  "multiplicity": 2
}

[3]
{
  "formula": "IMg",
  "method": "wB97M-V/def2-TZVPD",
  "symbols": ["I", "Mg"],
  "positions_angstrom": [[-1.2113, -0.1874, -0.2001], [1.2113, 0.1874, 0.2001]],
  "forces_ev_per_angstrom": [[0.35, 0.06, 0.06], [-0.35, -0.06, -0.06]],
  "mulliken_charge": [0.223, 0.777],
  "charge": 1,
  "homo_energy_ev": -14.43,
  "e_tot_ha": -497.526663,
  "homo_lumo_gap_ha": 0.2503,
  "multiplicity": 1
}

[4]
{
  "formula": "C19H24IrN4O6S4SbSi",
  "method": "wB97M-V/def2-TZVPD",
  "symbols": ["Ir", "Sb", "S", "S", "S", "S", "Si", "O", "O", "O", "O", "O", "O", "N", "N", "N", "N", "C", "C", "C", "C", "C", "C", "C", "C", "C", "C", "C", "C", "C", "C", "C", "C", "C", "C", "C", "H", "H", "H", "H", "H", "H", "H", "H", "H", "H", "H", "H", "H", "H", "H", "H", "H", "H", "H", "H", "H", "H", "H", "H"],
  "positions_angstrom": [[0.1312, 0.1538, 0.4094], [0.0005, 0.9631, -4.1468], [-1.5513, -1.6138, -3.8772], [2.1568, 0.3880, -3.8832], [-0.1736, 2.5105, -2.0809], [-1.2208, 1.7456, -0.5135], [-2.4100, -2.3186, 0.8359], [-1.2069, -1.2465, 0.7885], [3.1742, 5.9463, 4.0796], [4.0825, 5.7354, 2.1477], [-1.5925, -2.8853, -3.2068], [-1.2387, -0.4651, -2.9432], [-0.6287, -1.5119, -5.0068], [3.2939, 5.3972, 3.0057], [1.0595, -1.1926, -0.9413], [1.6295, 1.5421, 0.3232], [-0.2094, 1.1007, 2.1251], [-0.4285, 2.5683, 4.4703], [0.5558, 2.9017, 3.5244], [-3.7326, -1.9644, -0.4456], [1.8120, -3.0303, -2.6140], [-3.2586, -2.2931, 2.5263], [2.4112, 4.2368, 2.7258], [3.4449, 2.7450, -0.5970], [-1.1368, 0.7956, 3.0194], [-1.2652, 1.5116, 4.2136], [0.6330, 2.1380, 2.3655], [-3.1637, -1.2594, -4.5035], [2.5461, 3.4504, 1.5163], [1.3762, -2.0036, -1.6825], [1.4835, 3.9770, 3.6730], [3.4827, 3.6049, 0.4698], [2.4984, 1.7195, -0.6562], [3.3303, -3.2021, -2.6065], [-1.7274, -4.0400, 0.5734], [1.6352, 2.3949, 1.3795], [1.2762, -3.9450, -2.3573], [3.8188, -2.2772, -2.9092], [4.2094, 4.3970, 0.5032], [3.6940, -3.4878, -1.6200], [-4.2205, -2.8073, 2.4608], [-2.0351, 1.2196, 4.9129], [-3.5067, -2.5001, -1.3672], [2.4343, 1.0505, -1.5088], [4.1344, 2.8563, -1.4212], [-2.5172, -4.7950, 0.6100], [-0.5168, 3.1440, 5.3824], [-3.8380, -1.1038, -3.6648], [-4.7199, -2.2807, -0.1016], [-2.6667, -2.8018, 3.2913], [-1.7694, -0.0382, 2.7564], [3.6043, -3.9829, -3.3133], [-3.7718, -0.8939, -0.6642], [-0.9865, -4.2923, 1.3357], [-3.4774, -1.2817, 2.8790], [-3.4808, -2.1104, -5.1014], [-1.2564, -4.0973, -0.4101], [1.4503, -2.7109, -3.5950], [1.4439, 4.6030, 4.5523], [-3.0952, -0.3638, -5.1173]],
  "forces_ev_per_angstrom": [[0.74, -0.89, 0.26], [-0.17, 0.08, 0.40], [0.17, -0.32, -0.29], [0.10, -0.08, -0.09], [-0.19, 0.16, -0.09], [0.29, -0.11, -0.51], [-0.17, -0.10, -0.11], [0.19, 0.11, 0.31], [0.01, -0.02, -0.02], [-0.03, 0.02, 0.04], [0.01, 0.13, 0.19], [0.19, 0.18, -0.19], [-0.12, -0.06, 0.03], [0.03, 0.02, 0.01], [-0.84, 0.47, -0.05], [0.02, -0.02, 0.06], [-0.26, 0.21, 0.07], [-0.01, -0.01, -0.02], [0.02, 0.00, -0.03], [0.05, 0.07, 0.03], [-0.11, 0.08, -0.11], [0.05, 0.00, 0.00], [-0.04, -0.02, 0.00], [0.00, 0.03, 0.04], [0.06, 0.10, -0.01], [-0.01, 0.00, 0.01], [0.04, -0.03, -0.02], [-0.04, 0.00, 0.09], [-0.01, -0.01, 0.02], [0.06, 0.08, 0.10], [0.01, 0.04, -0.01], [0.01, -0.01, -0.07], [0.00, -0.06, 0.11], [0.03, -0.01, 0.00], [-0.04, 0.00, 0.01], [-0.05, 0.03, -0.02], [0.02, -0.03, 0.02], [-0.03, 0.01, 0.00], [-0.01, -0.02, 0.00], [-0.01, -0.01, 0.00], [0.02, -0.06, 0.00], [0.00, 0.01, 0.01], [0.04, 0.03, -0.11], [0.01, 0.03, 0.01], [0.01, 0.00, 0.00], [0.00, 0.00, -0.01], [0.00, 0.00, 0.01], [-0.01, -0.03, 0.02], [0.00, -0.01, 0.00], [0.03, 0.05, 0.02], [-0.04, -0.05, -0.01], [0.00, 0.00, 0.00], [0.00, -0.01, -0.03], [0.02, 0.01, -0.02], [-0.04, 0.02, -0.02], [0.01, 0.01, -0.01], [0.02, -0.02, -0.03], [0.01, 0.03, -0.02], [0.01, 0.00, 0.00], [-0.02, 0.01, 0.01]],
  "mulliken_charge": [0.914, 0.653, 1.209, -0.626, -0.315, -0.236, 0.197, 0.077, -0.641, -0.623, -0.575, -0.324, -0.706, 1.084, -0.440, -0.011, -0.164, -0.651, 0.998, -1.040, 0.021, -1.278, -0.530, -0.985, 0.489, -0.784, -0.390, -0.979, 0.604, 0.257, -0.623, -0.464, 0.549, -1.300, -1.005, 0.463, 0.363, 0.292, 0.576, 0.353, 0.389, 0.470, 0.173, -0.347, 0.483, 0.343, 0.478, 0.275, 0.532, 0.305, -0.386, 0.383, 0.255, 0.316, 0.361, 0.388, 0.183, 0.169, 0.566, 0.254],
  "homo_energy_ev": -7.22,
  "e_tot_ha": -3635.789500,
  "homo_lumo_gap_ha": 0.1993,
  "multiplicity": 1
}

[5]
{
  "formula": "C4H8Cl2",
  "method": "wB97M-V/def2-TZVPD",
  "symbols": ["Cl", "Cl", "C", "C", "C", "C", "H", "H", "H", "H", "H", "H", "H", "H"],
  "positions_angstrom": [[-1.5335, 1.8969, 0.3374], [-2.5978, -0.6950, -0.1834], [0.0447, -0.3068, -0.2009], [1.2480, 0.4376, -0.6996], [0.1498, -0.7063, 1.2569], [-1.2755, 0.3744, -0.5053], [1.2812, 1.4337, -0.2643], [0.3746, 0.2374, 1.8353], [-0.0867, -1.2340, -0.7132], [-0.7231, -1.1797, 1.5831], [1.2922, 0.5461, -1.7917], [-1.3095, 0.6845, -1.5211], [2.1396, -0.1504, -0.4486], [0.9960, -1.3383, 1.3154]],
  "forces_ev_per_angstrom": [[0.12, 0.68, 0.64], [-1.01, -0.69, -0.01], [-0.89, -0.14, 0.37], [0.51, -0.10, -0.51], [1.29, 2.84, -0.23], [0.71, 0.52, 0.02], [0.27, 0.03, 0.15], [-0.38, -1.10, -0.18], [0.23, -0.78, -0.83], [-1.17, -0.69, 0.73], [-0.33, 0.01, 0.18], [-0.13, -0.15, -0.97], [-0.05, 0.38, 0.19], [0.82, -0.82, 0.47]],
  "mulliken_charge": [-0.180, -0.160, 0.384, -1.457, -1.443, -0.009, 0.351, 0.322, 0.254, 0.438, 0.367, 0.362, 0.372, 0.400],
  "homo_energy_ev": -10.77,
  "e_tot_ha": -1077.591771,
  "homo_lumo_gap_ha": 0.4284,
  "smiles": "CC(C)C(Cl)Cl",
  "multiplicity": 1
}